This record from OMol25 describes a 6-piece molecular cluster, C58H78F5N4S2 overall in a non-equilibrium geometry. The level of theory is wB97M-V/def2-TZVPD.

Output
Net charge: +1
LUMO, eV: -5.03
HOMO, eV: -10.1

Each line ends with the Löwdin charge.
Positions of all 147 atoms, in Å:
C: -3.4545 -2.7860 2.6664  -0.15
C: -3.6964 -1.9484 1.2442  -0.25
C: -2.3741 -2.1401 0.2523  -0.21
C: -1.8897 -0.6338 -0.1802  -0.22
C: -1.4839 -0.4659 -1.7635  -0.21
C: -0.4256 -1.5887 -2.3191  -0.21
C: 0.8780 -1.8511 -1.3593  -0.19
C: 2.2438 -1.1979 -2.0542  -0.22
N: 3.2808 -0.7487 -1.0490  -0.18
C: 4.1126 0.4163 -1.5654  -0.21
C: 4.3876 1.5896 -0.4237  -0.17
C: 6.0237 1.9255 -0.3830  -0.21
C: 6.3913 3.3564 -1.1468  -0.21
C: 6.9203 4.3889 0.0173  -0.21
C: 7.7986 5.6429 -0.6432  -0.23
C: 9.2053 5.9440 0.1572  -0.26
C: 8.9694 6.9582 1.4519  -0.16
C: 4.1373 -1.8852 -0.5350  -0.88
S: 5.5456 -1.5996 0.4364  0.59
S: 3.7881 -3.7328 -0.8709  0.77
C: 4.0703 -4.7439 0.6980  -0.48
C: 2.6674 -5.2972 1.3866  -0.22
C: 2.9508 -6.8586 1.9042  -0.11
N: 1.6399 -7.3824 2.5392  -0.16
C: 1.1125 -8.6139 1.9690  0.04
C: -0.2630 -9.2976 2.4527  0.08
C: -0.9237 -8.3895 3.6289  0.10
C: -0.0552 -7.1191 4.0408  -0.11
N: -0.6698 -6.2510 5.1634  -0.02
C: -1.0839 -7.1008 6.3444  -0.23
C: -2.7216 -7.0784 6.4169  -0.20
C: -3.4348 -8.5507 6.5232  -0.25
C: -4.6120 -8.6437 5.3556  -0.15
N: 1.2053 -6.5913 3.5317  0.15
H: -2.7207 -2.1373 3.3406  0.09
H: -2.9830 -3.8463 2.4914  0.07
H: -4.5254 -2.8664 3.1668  0.05
H: -3.8898 -0.8368 1.5557  0.10
H: -4.6414 -2.3288 0.6525  0.11
H: -1.5312 -2.7220 0.8556  0.10
H: -2.6699 -2.8367 -0.6594  0.11
H: -0.9574 -0.3610 0.4782  0.10
H: -2.7100 0.1991 0.0409  0.11
H: -2.4834 -0.6061 -2.3833  0.12
H: -1.1157 0.6374 -1.9857  0.10
H: -0.0042 -1.2128 -3.3641  0.11
H: -0.9977 -2.6009 -2.5632  0.11
H: 1.0173 -3.0342 -1.3040  0.08
H: 0.7660 -1.4842 -0.2537  0.11
H: 2.7161 -1.9204 -2.8723  0.13
H: 1.8437 -0.2608 -2.6764  0.13
H: 3.6294 0.9778 -2.4852  0.12
H: 5.1187 -0.0627 -1.9819  0.12
H: 4.1485 1.1033 0.6398  0.10
H: 3.7361 2.5508 -0.5848  0.10
H: 6.6586 1.0984 -0.9621  0.09
H: 6.4322 1.9313 0.7136  0.10
H: 7.3125 3.1578 -1.8787  0.09
H: 5.5213 3.7674 -1.8126  0.11
H: 5.9470 4.8627 0.5136  0.12
H: 7.5967 3.8448 0.8076  0.11
H: 7.0602 6.5723 -0.6299  0.11
H: 8.0471 5.4468 -1.7792  0.10
H: 9.6337 4.9320 0.6127  0.11
H: 10.0202 6.4835 -0.5205  0.11
H: 9.7375 6.7635 2.3347  0.08
H: 7.8862 6.7852 1.9015  0.08
H: 9.0648 8.0769 1.0977  0.08
H: 4.6519 -5.7263 0.3499  0.09
H: 4.7112 -4.1598 1.5003  0.08
H: 1.8392 -5.2306 0.5609  0.11
H: 2.3851 -4.5808 2.2842  0.12
H: 3.1852 -7.4705 0.9309  0.13
H: 3.8490 -6.8670 2.6734  0.16
H: 1.7081 -9.1577 1.1033  0.15
H: -0.7182 -10.2802 2.0219  0.13
H: -1.9440 -8.6295 4.1442  0.10
H: 0.0193 -5.5279 5.4787  0.12
H: -0.7004 -6.5240 7.3167  0.14
H: -0.5958 -8.1634 6.3899  0.13
H: -3.1035 -6.5803 5.4073  0.10
H: -3.1263 -6.3659 7.2819  0.13
H: -4.0206 -8.6309 7.5600  0.12
H: -2.7169 -9.4651 6.3897  0.10
H: -4.1750 -9.2227 4.4368  0.06
H: -5.5749 -9.2420 5.7250  0.09
H: -5.0065 -7.5858 5.0116  0.08
F: 2.3483 3.3384 -2.4684  0.04
C: 1.1912 3.9155 -2.1182  -0.29
C: 0.9178 5.2119 -2.5405  -0.01
C: -0.2891 5.8113 -2.1804  -0.07
C: -1.2053 5.1108 -1.3919  -0.09
C: -0.9195 3.8119 -0.9688  -0.08
C: 0.2825 3.2088 -1.3384  -0.03
H: 1.6451 5.7435 -3.1454  0.12
H: -0.5157 6.8215 -2.5120  0.11
H: -2.1446 5.5803 -1.1076  0.10
H: -1.6323 3.2702 -0.3517  0.10
H: 0.5169 2.1967 -1.0257  0.10
F: -4.2091 2.6284 -1.0763  0.04
C: -4.9077 3.3565 -1.9575  -0.30
C: -5.6868 4.4156 -1.5049  -0.02
C: -6.4104 5.1772 -2.4226  -0.07
C: -6.3552 4.8638 -3.7829  -0.09
C: -5.5742 3.7957 -4.2268  -0.07
C: -4.8421 3.0414 -3.3102  -0.02
H: -5.7240 4.6389 -0.4437  0.11
H: -7.0164 6.0121 -2.0797  0.10
H: -6.9232 5.4553 -4.4978  0.08
H: -5.5361 3.5511 -5.2856  0.10
H: -4.2229 2.2134 -3.6389  0.11
F: -7.9717 6.9206 -4.0910  0.02
C: -8.6703 7.6487 -4.9721  -0.27
C: -9.4494 8.7078 -4.5195  -0.01
C: -10.1730 9.4694 -5.4372  -0.08
C: -10.1178 9.1560 -6.7975  -0.09
C: -9.3368 8.0879 -7.2414  -0.08
C: -8.6047 7.3336 -6.3248  -0.02
H: -9.4866 8.9311 -3.4583  0.12
H: -10.7790 10.3043 -5.0943  0.11
H: -10.6858 9.7475 -7.5124  0.10
H: -9.2987 7.8434 -8.3002  0.11
H: -7.9856 6.5056 -6.6535  0.11
F: -10.1524 -2.4596 6.0885  0.07
C: -8.9249 -2.9413 5.8520  -0.28
C: -8.1276 -3.3369 6.9204  -0.01
C: -6.8514 -3.8433 6.6743  -0.08
C: -6.3823 -3.9382 5.3618  -0.11
C: -7.1882 -3.5338 4.2965  -0.09
C: -8.4684 -3.0380 4.5422  -0.01
H: -8.5057 -3.2481 7.9336  0.12
H: -6.2232 -4.1626 7.5021  0.10
H: -5.3851 -4.3290 5.1706  0.08
H: -6.8193 -3.6047 3.2761  0.10
H: -9.1115 -2.7274 3.7255  0.12
F: 11.6357 4.5905 -3.0884  0.06
C: 11.1690 3.5099 -3.7278  -0.29
C: 10.1193 2.7864 -3.1725  -0.02
C: 9.6297 1.6641 -3.8405  -0.08
C: 10.2030 1.2711 -5.0524  -0.10
C: 11.2595 2.0010 -5.5992  -0.08
C: 11.7415 3.1295 -4.9365  -0.02
H: 9.6921 3.1017 -2.2262  0.10
H: 8.8042 1.0962 -3.4185  0.10
H: 9.8237 0.3931 -5.5709  0.10
H: 11.7069 1.6908 -6.5405  0.11
H: 12.5561 3.7136 -5.3517  0.12